No. 1
Computed, not measured: a structure of composition F2HN2O4S2, with ωB97M-V with the def2-TZVPD basis set.

Geometry as ORCA input:
```
! wB97M-V def2-TZVPD RIJCOSX def2/J DEFGRID3
* xyz 1 3
N -0.160 0.298 0.668
N 1.985 0.328 1.423
O 0.748 -0.487 1.208
O 0.736 2.672 0.475
O 2.601 -1.437 -0.411
O 1.684 0.721 -0.940
F -0.477 1.833 -1.288
F 3.972 0.639 -0.224
S 0.545 1.513 -0.231
S 2.616 -0.122 0.071
H -0.751 0.594 1.439
*
```

Summary:
* HOMO energy (alpha / beta): -11.97 / -16.24 eV
* DFT total energy: -38270.4365 eV
* LUMO energy (alpha / beta): -0.1923 / -0.3339 Eh
* gap between HOMO and LUMO (alpha / beta): 6.74 / 7.16 eV
* <S²>: 2.010

---

No. 2
Computed, not measured: an isolated molecule of F2HNS, with ωB97M-V with the def2-TZVPD basis set.

Geometry as ORCA input:
```
! wB97M-V def2-TZVPD RIJCOSX def2/J DEFGRID3
* xyz 0 1
N -0.638 0.572 0.656
F -0.615 1.868 1.072
F -0.396 -1.515 -0.478
S 0.468 -0.289 -0.010
H 1.182 -0.636 -1.241
*
```

Summary:
* energy above the lowest of the compared OMol25 structures with the same formula, charge and spin: 126.1 kcal per mole
* HOMO energy: -8.78 eV
* DFT total energy: -17769.7244 eV
* LUMO energy: -0.0319 Eh
* gap between HOMO and LUMO: 7.92 eV

---

No. 3
Computed, not measured: a cluster of 2 separate species, F2HNS in total, with ωB97M-V with the def2-TZVPD basis set.

Geometry as ORCA input:
```
! wB97M-V def2-TZVPD RIJCOSX def2/J DEFGRID3
* xyz 0 1
N -1.917 0.741 0.787
F 2.483 0.121 -0.456
F -1.625 -1.695 -0.170
S -1.569 0.049 -0.405
H 2.627 0.783 0.244
*
```

Summary:
* energy above the lowest of the compared OMol25 structures with the same formula, charge and spin: 8.9 kcal per mole
* HOMO energy: -11.60 eV
* DFT total energy: -17774.8094 eV
* LUMO energy: -0.0460 Eh
* gap between HOMO and LUMO: 10.35 eV

---

No. 4
Computed, not measured: a cluster of 2 separate species, F2HNS in total, with ωB97M-V with the def2-TZVPD basis set.

Geometry as ORCA input:
```
! wB97M-V def2-TZVPD RIJCOSX def2/J DEFGRID3
* xyz 0 1
N -2.172 -0.892 -0.271
F -2.885 -1.915 0.323
F -3.106 1.460 0.786
S -2.477 0.511 -0.649
H -0.415 1.174 -0.842
*
```

Summary:
* energy above the lowest of the compared OMol25 structures with the same formula, charge and spin: 136.4 kcal per mole
* HOMO energy (alpha / beta): -10.14 / -10.35 eV
* DFT total energy: -17769.2803 eV
* LUMO energy (alpha / beta): -0.0469 / -0.0849 Eh
* gap between HOMO and LUMO (alpha / beta): 8.86 / 8.04 eV

---

No. 5
Computed, not measured: a structure of composition F2HO2P, with ωB97M-V with the def2-TZVPD basis set.

Geometry as ORCA input:
```
! wB97M-V def2-TZVPD RIJCOSX def2/J DEFGRID3
* xyz 0 1
O -1.021 -1.174 -0.499
O 0.704 1.234 -0.405
F -1.217 -2.329 0.306
F 0.079 2.548 -0.279
P 0.167 0.196 0.773
H 1.287 -0.476 0.103
*
```

Summary:
* energy above the lowest of the compared OMol25 structures with the same formula, charge and spin: 133.5 kcal per mole
* HOMO energy: -10.65 eV
* DFT total energy: -18826.4337 eV
* LUMO energy: -0.0493 Eh
* gap between HOMO and LUMO: 9.31 eV

---

No. 6
Computed, not measured: a structure of composition F2V2, with ωB97M-V with the def2-TZVPD basis set.

Geometry as ORCA input:
```
! wB97M-V def2-TZVPD RIJCOSX def2/J DEFGRID3
* xyz 2 7
V 7.684 5.106 6.107
V 4.119 4.988 8.178
F 4.876 2.935 8.244
F 5.526 5.225 6.502
*
```

Summary:
* energy above the lowest of the compared OMol25 structures with the same formula, charge and spin: 10.5 kcal per mole
* HOMO energy (alpha / beta): -18.46 / -18.88 eV
* DFT total energy: -56787.1005 eV
* LUMO energy (alpha / beta): -0.4690 / -0.4354 Eh
* gap between HOMO and LUMO (alpha / beta): 5.70 / 7.03 eV
* <S²>: 12.014

---

No. 7
Computed, not measured: a structure of composition F30InNO3P5, with ωB97M-V with the def2-TZVPD basis set.

Geometry as ORCA input:
```
! wB97M-V def2-TZVPD RIJCOSX def2/J DEFGRID3
* xyz -3 1
In -17.336 -8.630 1.269
N -17.773 -6.720 -3.249
O -18.192 -6.290 -4.292
O -17.496 -7.920 -3.184
O -17.833 -6.088 -2.201
P -15.763 -13.631 -0.438
F -14.724 -14.318 0.606
F -16.771 -14.928 -0.486
F -16.714 -13.017 0.781
F -16.727 -12.787 -1.419
F -14.912 -12.282 -0.210
F -14.817 -14.126 -1.656
P -12.638 -6.450 0.107
F -13.516 -7.568 -0.637
F -12.613 -7.476 1.360
F -11.327 -7.019 -0.598
F -11.753 -5.316 0.884
F -12.853 -5.381 -1.050
F -14.010 -5.842 0.875
P -16.269 -10.020 6.189
F -16.461 -11.559 6.630
F -14.947 -9.938 7.021
F -15.488 -10.529 4.874
F -16.234 -8.503 5.704
F -17.692 -10.130 5.379
F -17.141 -9.697 7.525
P -22.344 -10.349 1.030
F -23.501 -9.215 1.136
F -23.151 -11.043 -0.242
F -21.424 -9.414 -0.014
F -21.120 -11.413 1.066
F -21.525 -9.699 2.341
F -23.260 -11.268 1.941
P -19.226 -3.966 3.297
F -18.643 -2.877 4.317
F -20.667 -3.310 3.408
F -18.793 -3.031 2.030
F -19.676 -5.083 2.156
F -17.711 -4.725 3.289
F -19.602 -5.017 4.469
*
```

Summary:
* energy above the lowest of the compared OMol25 structures with the same formula, charge and spin: 116.0 kcal per mole
* HOMO energy: -5.47 eV
* DFT total energy: -140794.3469 eV
* LUMO energy: -0.1400 Eh
* gap between HOMO and LUMO: 1.66 eV

---

No. 8
Computed, not measured: a structure of composition F36InP6, with ωB97M-V with the def2-TZVPD basis set.

Geometry as ORCA input:
```
! wB97M-V def2-TZVPD RIJCOSX def2/J DEFGRID3
* xyz -3 1
In 0.030 0.071 -0.060
P 0.028 0.928 -3.726
F 0.604 0.084 -4.944
F 1.449 0.886 -2.907
F 0.396 2.353 -4.372
F -0.592 1.721 -2.417
F -1.485 0.807 -4.321
F -0.297 -0.455 -2.857
P 0.222 -1.122 3.457
F 1.440 -1.049 4.485
F 1.180 -1.730 2.273
F -0.125 -2.600 3.962
F -0.994 -1.235 2.412
F -0.856 -0.475 4.538
F 0.512 0.373 2.847
P 3.627 0.751 0.432
F 4.771 -0.213 -0.079
F 4.428 1.982 -0.264
F 2.734 0.373 -0.924
F 2.417 1.779 0.795
F 2.703 -0.451 1.100
F 4.353 0.885 1.868
P -3.644 -0.651 -0.031
F -4.133 -1.466 -1.293
F -2.314 -1.651 0.116
F -2.713 0.386 -0.913
F -3.180 0.243 1.256
F -4.953 0.295 0.023
F -4.352 -1.648 1.005
P 1.082 -3.611 -0.854
F -0.141 -3.299 -1.945
F 2.098 -4.158 -1.996
F 1.624 -2.111 -1.199
F 2.183 -3.748 0.307
F 0.053 -2.800 0.156
F 0.466 -5.086 -0.584
P -1.246 3.691 0.648
F 0.190 2.870 0.659
F -0.573 4.798 -0.370
F -1.798 2.775 -0.548
F -2.739 4.343 0.752
F -1.748 2.534 1.670
F -0.708 4.632 1.846
*
```

Summary:
* energy above the lowest of the compared OMol25 structures with the same formula, charge and spin: 23.1 kcal per mole
* HOMO energy: -5.23 eV
* DFT total energy: -158769.3638 eV
* LUMO energy: 0.0175 Eh
* gap between HOMO and LUMO: 5.70 eV